Record 1
ORCA calculation (ωB97M-V with the def2-TZVPD basis set) on a molecular structure, C3H4N4.

Frontier orbital gap   8.851 eV
E_HOMO   -8.7 eV
Electronic energy   -9131.4740 eV
Maximum force   1.0 eV/Å

Last column: Mulliken charge in e.
Cartesian coordinates (Å):
1 N 1.930 -0.266 -0.875  -0.443
2 C 0.668 -0.188 -0.360  0.393
3 C 0.351 0.829 0.615  -0.499
4 N -0.959 0.841 0.974  -0.162
5 C -1.876 -0.028 0.439  -0.062
6 N -1.527 -0.972 -0.404  -0.361
7 N -0.234 -1.075 -0.800  -0.405
8 H 2.671 0.215 -0.383  0.230
9 H 2.166 -1.101 -1.399  0.265
10 H -0.269 1.689 1.455  0.640
11 H -2.921 0.056 0.739  0.403


Record 2
ORCA calculation (ωB97M-V with the def2-TZVPD basis set) on C3H4N4O in the gas phase.

Frontier orbital gap   7.275 eV
E_HOMO   -8.4 eV
Electronic energy   -11177.8746 eV
Maximum force   7.2 eV/Å

Last column: Mulliken charge in e.
Cartesian coordinates (Å):
1 N 1.788 1.615 0.109  -0.500
2 N 1.558 0.200 -0.222  -0.436
3 C 0.292 -0.093 0.107  0.721
4 C -0.261 -1.444 -0.301  -0.275
5 C -1.636 -1.367 -0.461  -0.185
6 N -2.206 -0.174 -0.015  -0.219
7 N -1.749 0.863 0.578  -0.095
8 O -0.318 0.794 0.768  -0.222
9 H 1.513 1.882 1.160  0.245
10 H 2.854 1.778 0.002  0.272
11 H 0.624 -2.052 -0.794  0.314
12 H -2.457 -2.000 -0.931  0.380


Record 3
ORCA calculation (ωB97M-V with the def2-TZVPD basis set) on a molecular structure, C3H4N4O.

Frontier orbital gap   9.376 eV
E_HOMO   -9.2 eV
Electronic energy   -11179.2844 eV
Maximum force   7.1 eV/Å

Last column: Mulliken charge in e.
Cartesian coordinates (Å):
1 C -1.936 0.030 -0.258  0.253
2 C 1.084 -1.122 -0.311  -0.060
3 C 1.035 1.062 0.083  0.241
4 H -2.931 0.387 0.452  0.218
5 H -1.122 -0.158 1.837  0.336
6 H 0.938 -2.160 -0.448  0.445
7 H 0.687 2.193 0.147  0.310
8 N -0.882 -0.494 0.622  -0.656
9 N 0.396 -0.076 0.307  0.187
10 N 2.183 -0.557 -0.705  -0.462
11 N 2.195 0.691 -0.336  -0.403
12 O -1.648 0.204 -1.390  -0.408